# 1
{
  "formula": "C3H4O3",
  "method": "ωB97M-V with the def2-TZVPD basis set",
  "total_charge": 0,
  "mol_weight_g_mol": 88.06,
  "fmax_ev_per_a": 0.540,
  "relative_energy_kcal_mol": 41.7,
  "energy_ev": -9316.893,
  "homo_lumo_gap_ev": 10.074,
  "smiles": "O=CC(O)C=O",
  "elements": ["O", "C", "C", "O", "C", "O", "H", "H", "H", "H"],
  "xyz": [[-0.117, -0.755, -1.413], [0.267, 0.192, -0.441], [1.031, -0.495, 0.691], [2.005, -0.032, 1.223], [-0.981, 0.850, 0.150], [-1.761, 0.189, 0.794], [-0.798, -1.320, -1.018], [0.919, 0.924, -0.923], [0.599, -1.473, 0.991], [-1.165, 1.920, -0.053]],
  "nbo_charge": [-0.6790, -0.1124, 0.4280, -0.4897, 0.4233, -0.5059, 0.4788, 0.2068, 0.1184, 0.1319]
}

---

# 2
{
  "formula": "C2H7N4",
  "method": "ωB97M-V with the def2-TZVPD basis set",
  "total_charge": 1,
  "mol_weight_g_mol": 87.11,
  "fmax_ev_per_a": 4.653,
  "relative_energy_kcal_mol": 31.5,
  "energy_ev": -8140.881,
  "homo_lumo_gap_ev": 10.678,
  "elements": ["C", "C", "N", "N", "N", "N", "H", "H", "H", "H", "H", "H", "H"],
  "xyz": [[0.621, 0.674, -0.287], [0.531, -0.842, 0.047], [1.365, 1.993, 1.574], [-0.495, 1.270, -0.510], [1.547, 2.980, 2.025], [-0.925, -1.049, 0.347], [0.626, -1.327, -0.932], [1.355, -1.398, 0.731], [-1.267, 0.765, -0.190], [-0.337, 2.220, -0.820], [1.622, 1.096, -0.565], [-1.070, -1.455, 1.266], [-1.329, -1.648, -0.288]],
  "nbo_charge": [0.3049, -0.3346, -0.0744, -0.6313, 0.1109, -0.8532, 0.2591, 0.2792, 0.4596, 0.4418, 0.2540, 0.4000, 0.3840]
}

---

# 3
{
  "formula": "C40H110AsF6N10O10",
  "method": "ωB97M-V with the def2-TZVPD basis set",
  "total_charge": -1,
  "mol_weight_g_mol": 1080.29,
  "fmax_ev_per_a": 1.700,
  "relative_energy_kcal_mol": 0.0,
  "energy_ev": -155786.620,
  "homo_lumo_gap_ev": 8.842,
  "elements": ["As", "F", "F", "F", "F", "F", "F", "C", "C", "C", "O", "C", "N", "H", "H", "H", "H", "H", "H", "H", "H", "H", "H", "H", "C", "C", "C", "O", "C", "N", "H", "H", "H", "H", "H", "H", "H", "H", "H", "H", "H", "C", "C", "C", "O", "C", "N", "H", "H", "H", "H", "H", "H", "H", "H", "H", "H", "H", "C", "C", "C", "O", "C", "N", "H", "H", "H", "H", "H", "H", "H", "H", "H", "H", "H", "C", "C", "C", "O", "C", "N", "H", "H", "H", "H", "H", "H", "H", "H", "H", "H", "H", "C", "C", "C", "O", "C", "N", "H", "H", "H", "H", "H", "H", "H", "H", "H", "H", "H", "C", "C", "C", "O", "C", "N", "H", "H", "H", "H", "H", "H", "H", "H", "H", "H", "H", "C", "C", "C", "O", "C", "N", "H", "H", "H", "H", "H", "H", "H", "H", "H", "H", "H", "C", "C", "C", "O", "C", "N", "H", "H", "H", "H", "H", "H", "H", "H", "H", "H", "H", "C", "C", "C", "O", "C", "N", "H", "H", "H", "H", "H", "H", "H", "H", "H", "H", "H"],
  "xyz": [[-0.522, 0.412, 0.177], [0.340, -0.827, -0.660], [-1.056, -0.749, 1.349], [-1.352, 1.662, 1.036], [0.033, 1.529, -1.029], [-1.924, 0.108, -0.779], [0.901, 0.747, 1.097], [-3.621, 1.215, 3.575], [-4.595, 0.283, 2.869], [-4.620, 0.610, 1.396], [-5.490, -0.308, 0.745], [-6.035, 0.170, -0.463], [-4.181, -1.111, 3.092], [-3.923, 2.255, 3.413], [-2.634, 1.124, 3.118], [-3.590, 1.022, 4.645], [-5.599, 0.426, 3.279], [-3.627, 0.508, 0.943], [-4.956, 1.640, 1.199], [-6.752, 0.982, -0.299], [-6.531, -0.681, -0.929], [-5.247, 0.480, -1.159], [-3.191, -1.164, 2.857], [-4.636, -1.675, 2.377], [-0.371, 6.561, 6.099], [0.520, 6.318, 4.904], [-0.027, 5.171, 4.079], [0.829, 4.941, 2.987], [0.224, 4.165, 1.966], [0.608, 7.544, 4.101], [-1.417, 6.739, 5.822], [-0.035, 7.456, 6.623], [-0.410, 5.712, 6.784], [1.517, 6.042, 5.252], [-1.036, 5.434, 3.728], [-0.109, 4.248, 4.677], [0.694, 4.351, 1.004], [-0.825, 4.469, 1.830], [0.194, 3.110, 2.242], [-0.292, 7.701, 3.656], [1.256, 7.373, 3.339], [2.764, -3.090, -0.607], [3.979, -3.869, -0.100], [4.382, -4.898, -1.133], [5.653, -5.454, -0.793], [6.105, -6.349, -1.757], [5.083, -2.959, 0.279], [2.347, -2.466, 0.188], [1.948, -3.739, -0.935], [2.996, -2.423, -1.445], [3.615, -4.342, 0.817], [4.416, -4.440, -2.130], [3.669, -5.732, -1.106], [5.977, -5.970, -2.784], [5.578, -7.317, -1.743], [7.166, -6.534, -1.593], [5.385, -2.523, -0.603], [4.586, -2.130, 0.630], [-0.574, -4.522, 2.733], [-2.093, -4.589, 2.646], [-2.744, -4.186, 3.959], [-2.590, -5.230, 4.899], [-3.057, -4.871, 6.171], [-2.494, -3.652, 1.577], [-0.216, -4.944, 3.675], [-0.235, -3.483, 2.709], [-0.105, -5.074, 1.920], [-2.424, -5.580, 2.330], [-3.813, -3.978, 3.817], [-2.261, -3.266, 4.322], [-4.130, -4.640, 6.151], [-2.533, -3.988, 6.568], [-2.854, -5.683, 6.868], [-2.047, -2.757, 1.767], [-3.490, -3.463, 1.546], [-4.410, 3.742, -1.170], [-3.206, 3.063, -1.810], [-3.200, 3.278, -3.313], [-4.167, 2.441, -3.905], [-4.395, 2.771, -5.249], [-1.973, 3.621, -1.279], [-4.273, 3.811, -0.084], [-5.345, 3.187, -1.260], [-4.540, 4.758, -1.549], [-3.319, 1.976, -1.685], [-2.214, 3.022, -3.734], [-3.362, 4.345, -3.530], [-5.157, 2.108, -5.649], [-3.471, 2.645, -5.839], [-4.674, 3.828, -5.351], [-1.224, 2.938, -1.397], [-1.963, 3.616, -0.260], [3.100, 1.315, 6.765], [3.382, 0.791, 5.340], [2.156, 0.947, 4.476], [1.070, 0.301, 5.094], [-0.127, 0.377, 4.327], [4.496, 1.575, 4.737], [2.856, 2.384, 6.727], [3.946, 1.126, 7.424], [2.189, 0.860, 7.161], [3.641, -0.259, 5.494], [2.343, 0.504, 3.492], [1.904, 2.009, 4.315], [-0.139, -0.524, 3.710], [-0.172, 1.246, 3.662], [-0.962, 0.462, 5.017], [4.056, 2.467, 4.516], [5.158, 1.786, 5.477], [-1.549, -5.518, -2.010], [-0.730, -4.254, -1.743], [-0.057, -3.750, -2.995], [0.842, -4.714, -3.474], [1.495, -4.276, -4.644], [-1.619, -3.233, -1.204], [-0.992, -6.287, -2.544], [-2.444, -5.267, -2.591], [-1.918, -5.947, -1.073], [0.079, -4.572, -1.065], [0.464, -2.818, -2.717], [-0.814, -3.481, -3.748], [2.194, -5.067, -4.915], [2.018, -3.331, -4.468], [0.784, -4.153, -5.471], [-1.106, -2.370, -1.054], [-1.903, -3.575, -0.279], [-2.376, -0.285, -4.321], [-3.682, -0.996, -3.978], [-3.867, -2.208, -4.890], [-3.822, -1.956, -6.276], [-4.869, -1.152, -6.750], [-3.761, -1.487, -2.598], [-1.561, -1.020, -4.335], [-2.125, 0.462, -3.568], [-2.401, 0.132, -5.330], [-4.550, -0.346, -4.121], [-4.798, -2.732, -4.610], [-3.095, -2.942, -4.630], [-5.815, -1.714, -6.764], [-4.631, -0.892, -7.782], [-5.005, -0.232, -6.180], [-3.027, -2.192, -2.450], [-3.461, -0.722, -1.995], [4.273, 2.149, 0.971], [4.935, 0.777, 0.861], [6.431, 0.908, 0.823], [6.814, 1.541, -0.383], [8.103, 1.206, -0.813], [4.554, -0.096, 2.003], [4.766, 2.847, 0.288], [4.378, 2.549, 1.981], [3.214, 2.110, 0.705], [4.590, 0.319, -0.070], [6.874, -0.096, 0.877], [6.817, 1.482, 1.678], [8.870, 1.727, -0.217], [8.225, 1.522, -1.848], [8.311, 0.130, -0.757], [3.558, 0.118, 2.056], [4.891, 0.382, 2.846], [3.115, 1.739, -2.652], [2.987, 2.138, -4.107], [1.519, 2.340, -4.450], [1.408, 2.888, -5.744], [0.086, 3.031, -6.154], [3.786, 3.347, -4.353], [2.444, 0.898, -2.449], [2.895, 2.515, -1.916], [4.129, 1.396, -2.438], [3.407, 1.326, -4.706], [1.050, 3.002, -3.709], [1.014, 1.362, -4.413], [0.022, 3.678, -7.027], [-0.562, 3.483, -5.383], [-0.395, 2.062, -6.366], [3.480, 4.077, -3.719], [3.609, 3.667, -5.298]],
  "mulliken_charge": [2.2816, -0.5187, -0.1674, -0.4565, -0.7004, -0.3135, -0.4015, -1.0410, 0.0947, 0.1952, -0.4103, -0.2849, -0.4761, 0.4613, -0.2116, 0.3913, 0.3084, -0.2651, 0.3622, 0.3224, 0.2580, -0.1363, 0.0137, 0.3642, -1.5625, 0.3516, -0.4916, -0.4074, -0.4082, -0.7655, 0.3447, 0.3846, 0.3802, 0.3432, 0.3728, 0.1716, 0.2596, 0.4349, -0.1764, 0.2906, 0.3304, -0.7330, 0.4360, -0.7836, -0.3243, -0.7607, -0.5851, 0.2720, -0.2867, 0.2806, 0.2279, 0.4292, 0.4086, 0.3051, 0.2906, 0.2575, 0.3205, 0.1109, -1.2968, 0.2980, -0.4719, -0.3932, -0.7054, -0.3885, 0.4406, 0.1896, 0.2402, 0.3507, 0.4531, 0.2125, 0.3049, 0.2798, 0.2676, -0.4800, 0.2546, -1.6997, 2.3877, -0.7200, -0.1687, -0.8589, -0.6537, 0.4428, 0.2826, 0.3524, -0.7677, -0.1886, 0.5581, 0.1960, 0.2564, 0.3780, -0.0487, 0.0962, -1.4912, 0.2830, 0.7343, -0.5108, 0.4337, -0.4939, 0.2701, 0.4340, 0.3703, 0.3231, -0.2178, -0.2031, 0.0793, -0.4849, 0.2361, 0.2076, 0.2564, -1.7245, 0.8160, -0.1040, -0.4271, -0.7256, -0.1682, 0.4164, 0.3113, 0.3225, -0.0343, 0.2081, 0.3550, 0.2766, 0.2529, 0.3014, -0.0268, 0.3313, -0.5958, 0.8793, -0.7816, -0.3679, -0.4182, -0.5201, 0.1868, -0.2087, 0.4906, 0.2963, 0.4013, -0.0136, 0.3056, 0.2633, 0.0594, 0.1828, -0.3677, -1.1427, 1.4470, -1.2073, -0.2405, -0.8369, -0.6582, 0.5391, 0.2390, -0.1447, -0.1659, 0.4843, 0.3222, 0.2793, 0.2567, 0.3442, -0.1551, 0.4336, -1.1215, 0.4488, -0.4668, -0.3912, -0.5637, -0.7705, 0.0893, 0.3456, 0.2781, 0.2867, 0.2459, 0.2796, 0.3820, 0.1681, 0.2242, 0.2596, 0.3245]
}